A cluster of 2 separate species, C5H12O2 in total at a distorted geometry. Source: OMol25; level of theory: the ωB97M-V functional and the def2-TZVPD basis.

Atoms and positions in Å:
1 C -0.112 -2.164 0.237
2 C 0.429 -0.765 0.065
3 C 1.685 -0.488 0.868
4 C 0.539 -0.178 -1.372
5 C 0.144 1.278 -1.306
6 O -0.461 1.808 -2.202
7 H -0.770 -2.282 1.098
8 H 0.666 -2.890 0.464
9 H -0.507 -2.643 -0.631
10 H -0.273 -0.114 0.553
11 H 2.490 -1.174 0.661
12 H 2.057 0.543 0.808
13 H 1.532 -0.475 1.955
14 H -0.081 -0.746 -2.060
15 H 1.591 -0.307 -1.646
16 H 0.383 1.809 -0.368
17 O -1.968 0.820 2.526
18 H -1.185 0.599 3.038
19 H -2.360 -0.001 2.195

Cartesian forces, eV/Å:
C 1.0 -1.1 0.6
C -0.2 1.1 0.2
C 0.4 0.6 1.1
C 0.5 -1.0 1.2
C -0.3 -0.5 -1.0
O 0.1 0.3 0.3
H -0.3 0.3 -0.2
H 0.7 0.1 0.2
H -1.0 0.2 -0.8
H -0.9 0.3 0.2
H 0.4 -0.2 -0.2
H 0.0 -0.1 -0.9
H -0.4 -0.8 0.0
H -0.1 0.3 -0.2
H -0.1 0.3 -0.4
H 0.1 0.1 0.0
O -0.2 0.1 -0.2
H -0.1 -0.3 0.0
H 0.3 0.2 0.3

Properties
Highest occupied orbital energy: -9.766 eV
Structure (SMILES): CC(C)CC=O.O
2S+1: 1
Charge: 0
Lowest unoccupied orbital energy: 0.6 eV
Kohn-Sham gap: 10.34 eV
Largest force on an atom: 1.7 eV/A